No. 1
{
  "formula": "C19H13BaN4O4S",
  "method": "ωB97M-V/def2-TZVPD",
  "symbols": ["Ba", "O", "C", "O", "C", "C", "C", "C", "C", "N", "C", "O", "O", "H", "H", "H", "H", "N", "C", "C", "C", "C", "C", "C", "S", "N", "C", "C", "C", "C", "C", "C", "N", "H", "H", "H", "H", "H", "H", "H", "H", "H"],
  "xyz": [[-15.979, 0.503, -0.382], [-20.614, -0.630, -1.049], [-19.433, -0.172, -0.611], [-18.435, -0.863, -0.433], [-19.434, 1.257, -0.372], [-20.566, 2.035, -0.585], [-20.416, 3.431, -0.543], [-19.177, 4.008, -0.269], [-18.111, 3.116, 0.008], [-18.256, 1.797, 0.033], [-16.708, 3.753, 0.257], [-16.689, 4.960, 0.324], [-15.721, 2.930, 0.218], [-20.629, -1.588, -1.148], [-21.505, 1.518, -0.776], [-21.267, 3.999, -0.895], [-18.953, 5.077, -0.173], [-13.534, 0.966, -3.901], [-12.163, 0.999, -3.662], [-11.324, 1.815, -4.448], [-9.989, 1.963, -4.097], [-9.465, 1.082, -3.153], [-10.231, 0.179, -2.456], [-11.634, 0.147, -2.632], [-12.553, -1.012, -1.784], [-14.143, -0.406, -2.034], [-14.428, 0.269, -3.120], [-15.870, 0.258, -3.525], [-16.595, -0.890, -3.971], [-17.986, -0.794, -4.123], [-18.622, 0.466, -3.985], [-17.833, 1.516, -3.530], [-16.514, 1.411, -3.194], [-13.935, 1.647, -4.593], [-11.780, 2.355, -5.314], [-9.341, 2.703, -4.500], [-8.354, 1.068, -2.993], [-9.769, -0.524, -1.790], [-16.123, -1.893, -4.173], [-18.568, -1.669, -4.503], [-19.674, 0.579, -4.222], [-18.271, 2.506, -3.493]],
  "forces_ev_per_a": [[0.1, 0.3, 1.1], [0.4, 0.4, 0.2], [0.2, -1.4, 0.3], [-0.6, 0.1, -0.4], [-0.4, 2.0, 0.7], [0.7, -0.3, 0.1], [0.1, 0.0, -0.6], [-0.2, -0.9, 0.3], [-0.3, 0.7, 0.6], [-0.4, 0.1, -1.2], [0.2, -0.7, -0.7], [0.0, 0.4, 0.3], [-0.6, -0.4, 0.1], [0.3, -0.3, 0.0], [0.2, 0.5, -0.2], [0.0, 0.4, 0.5], [-0.3, -0.5, -0.3], [-2.5, 0.1, -0.9], [1.7, -0.8, 0.9], [-1.1, 0.4, 0.2], [-0.4, -1.2, 0.6], [1.8, 0.4, -0.2], [-1.6, 0.0, -0.2], [1.9, 2.1, -2.0], [-0.9, -0.4, 0.7], [0.0, -0.2, -1.8], [1.4, -0.4, -0.1], [-1.9, 0.4, 0.7], [0.4, -0.5, 0.2], [-0.2, 0.4, -0.8], [1.2, -1.1, 0.2], [0.4, -0.1, 0.0], [-0.6, -0.7, -1.4], [0.6, -1.2, 1.0], [0.5, -0.3, 1.0], [0.2, 0.3, -0.7], [-1.2, 0.2, 0.0], [0.2, -0.1, 0.3], [-0.2, 1.4, 0.3], [0.6, 0.8, 0.6], [0.2, 0.2, 0.1], [0.1, 0.1, 0.5]],
  "total_energy_ha": -1675.4099,
  "charge": 1,
  "gap_ev": 6.78
}


No. 2
{
  "formula": "C19H13Cl2N3NiO2S",
  "method": "ωB97M-V/def2-TZVPD",
  "symbols": ["Ni", "Cl", "C", "C", "C", "C", "C", "Cl", "C", "S", "H", "H", "H", "O", "N", "N", "O", "C", "C", "C", "C", "C", "C", "H", "H", "H", "H", "H", "N", "C", "C", "C", "C", "C", "C", "C", "H", "H", "H", "H", "H"],
  "xyz": [[0.273, 0.037, -0.226], [-1.676, -0.056, 1.112], [-2.746, -1.043, 2.066], [-3.853, -0.399, 2.577], [-4.748, -1.127, 3.346], [-4.537, -2.479, 3.600], [-3.424, -3.104, 3.080], [-3.215, -4.778, 3.428], [-2.465, -2.417, 2.284], [-1.091, -3.151, 1.639], [-4.010, 0.650, 2.375], [-5.622, -0.638, 3.755], [-5.235, -3.046, 4.199], [-0.255, 1.908, -0.299], [0.523, 2.660, -0.977], [1.525, 2.053, -1.487], [1.748, 0.775, -1.335], [2.451, 2.827, -2.268], [3.521, 2.158, -2.835], [4.433, 2.877, -3.597], [4.277, 4.240, -3.787], [3.193, 4.891, -3.207], [2.274, 4.194, -2.444], [3.621, 1.096, -2.672], [5.273, 2.361, -4.045], [4.990, 4.794, -4.382], [3.061, 5.956, -3.348], [1.431, 4.692, -1.991], [1.083, -1.764, -0.343], [1.847, -2.556, -0.664], [2.828, -3.526, -1.087], [4.009, -3.657, -0.364], [4.961, -4.570, -0.787], [4.730, -5.340, -1.919], [3.547, -5.205, -2.634], [2.588, -4.295, -2.221], [4.172, -3.047, 0.514], [5.882, -4.677, -0.231], [5.477, -6.049, -2.248], [3.369, -5.805, -3.515], [1.662, -4.175, -2.766]],
  "forces_ev_per_a": [[0.6, -0.6, -0.2], [-0.6, 0.1, 0.4], [0.3, 0.2, -0.3], [0.0, -0.2, 0.1], [0.0, 0.0, 0.0], [0.0, 0.1, 0.0], [0.0, -0.1, 0.0], [0.0, 0.0, 0.0], [-0.3, 0.2, 0.1], [0.1, -0.2, 0.0], [0.0, 0.0, 0.0], [0.0, 0.0, 0.0], [0.0, 0.0, 0.0], [0.0, 0.3, -0.1], [0.1, -0.2, 0.0], [-0.1, 0.3, 0.0], [0.1, 0.1, -0.1], [-0.1, -0.2, 0.1], [0.1, 0.1, -0.1], [0.0, -0.1, 0.0], [-0.1, 0.0, 0.0], [0.0, 0.0, 0.0], [0.0, 0.0, 0.0], [0.0, 0.0, 0.0], [0.0, 0.0, 0.0], [0.0, 0.0, 0.0], [0.0, 0.0, 0.0], [0.0, 0.0, 0.0], [0.0, 0.2, 0.0], [0.2, -0.2, -0.1], [-0.3, 0.3, 0.2], [0.1, -0.1, 0.0], [0.0, 0.0, 0.0], [0.0, 0.0, 0.0], [0.0, 0.0, 0.0], [0.0, -0.1, -0.1], [0.0, 0.0, 0.0], [0.0, 0.0, 0.0], [0.0, 0.0, 0.0], [0.0, 0.0, 0.0], [0.0, 0.0, 0.0]],
  "total_energy_ha": -3873.3147,
  "gap_ev": [7.74, 4.79],
  "multiplicity": 3
}


No. 3
{
  "formula": "C19H13Cl3N4NiO7S",
  "method": "ωB97M-V/def2-TZVPD",
  "symbols": ["Ni", "Cl", "C", "C", "C", "Cl", "C", "O", "C", "Cl", "C", "H", "H", "O", "C", "O", "C", "C", "C", "C", "C", "C", "N", "O", "O", "N", "O", "O", "H", "H", "H", "C", "C", "C", "C", "N", "C", "S", "N", "C", "H", "H", "H", "H", "H", "H", "H", "H"],
  "xyz": [[0.141, -1.186, -0.542], [-5.993, -4.329, -0.514], [-4.400, -3.780, -0.137], [-4.000, -2.516, -0.535], [-2.721, -2.108, -0.224], [-2.120, -0.565, -0.748], [-1.786, -2.905, 0.469], [-0.575, -2.489, 0.734], [-2.254, -4.180, 0.849], [-1.163, -5.210, 1.695], [-3.531, -4.613, 0.552], [-4.676, -1.877, -1.086], [-3.849, -5.602, 0.848], [0.811, -1.307, -4.608], [0.612, -0.902, -3.481], [0.397, -1.617, -2.436], [0.584, 0.623, -3.271], [0.557, 1.488, -4.357], [0.518, 2.855, -4.132], [0.508, 3.405, -2.861], [0.525, 2.527, -1.796], [0.575, 1.160, -2.003], [0.483, 3.019, -0.423], [0.806, 4.169, -0.215], [0.094, 2.243, 0.438], [0.466, 3.771, -5.285], [0.282, 4.950, -5.050], [0.612, 3.290, -6.388], [0.564, 1.093, -5.363], [0.467, 4.473, -2.715], [0.649, 0.518, -1.132], [0.123, -1.302, 4.401], [0.982, -0.462, 3.519], [1.561, 0.723, 3.874], [2.369, 1.384, 2.927], [2.653, 0.840, 1.753], [2.100, -0.320, 1.414], [2.461, -1.107, -0.054], [1.233, -0.938, 2.280], [2.919, 2.738, 3.201], [-0.095, -0.792, 5.334], [0.644, -2.236, 4.621], [-0.810, -1.559, 3.896], [1.394, 1.147, 4.853], [0.763, -1.781, 1.948], [3.041, 2.914, 4.268], [2.218, 3.478, 2.805], [3.862, 2.874, 2.677]],
  "forces_ev_per_a": [[0.5, -1.2, -0.5], [-0.2, 0.0, 0.0], [0.3, 0.1, 0.1], [-0.2, 0.0, -0.1], [0.3, -0.7, 0.3], [-0.5, 0.6, -0.2], [-0.7, -0.1, -0.1], [0.7, 0.4, -0.3], [0.1, 0.4, -0.1], [0.1, -0.1, 0.1], [-0.1, 0.0, 0.0], [0.0, 0.0, 0.0], [0.0, 0.0, 0.0], [0.0, 0.0, 0.1], [0.0, 0.4, -0.2], [-0.1, -0.1, 0.6], [0.0, -0.3, 0.2], [0.0, 0.2, -0.2], [0.0, -0.4, 0.3], [-0.1, 0.2, 0.1], [0.1, -0.3, -0.5], [-0.1, 0.1, 0.1], [-0.2, 0.3, 0.4], [0.0, -0.2, -0.1], [0.2, 0.0, -0.1], [0.0, 0.2, -0.2], [0.0, -0.2, 0.0], [0.0, 0.0, 0.1], [0.0, 0.0, 0.0], [0.0, 0.0, 0.0], [0.2, 0.7, -0.1], [0.0, 0.0, -0.1], [0.0, 0.0, 0.0], [0.1, 0.1, -0.1], [-0.2, -0.3, 0.1], [0.1, 0.1, -0.1], [0.0, -0.1, 0.4], [-0.5, 0.0, -0.2], [0.3, 0.3, 0.0], [0.0, 0.1, 0.0], [0.0, 0.0, 0.0], [0.0, 0.0, 0.0], [0.0, 0.0, 0.0], [0.0, 0.0, 0.0], [-0.1, -0.2, 0.1], [0.0, 0.0, 0.0], [0.0, 0.0, 0.0], [0.0, 0.0, 0.0]],
  "total_energy_ha": -4764.4994,
  "gap_ev": [7.43, 7.44],
  "multiplicity": 3
}


No. 4
{
  "formula": "C19H13ClIN3O9Tc",
  "method": "ωB97M-V/def2-TZVPD",
  "symbols": ["Tc", "Cl", "C", "C", "C", "I", "C", "O", "C", "N", "C", "C", "C", "C", "H", "H", "H", "H", "N", "C", "C", "O", "O", "H", "H", "H", "H", "O", "C", "O", "H", "O", "C", "O", "C", "C", "C", "C", "C", "C", "N", "O", "O", "H", "H", "H", "H"],
  "xyz": [[0.426, 0.681, -0.609], [3.298, -5.150, 3.243], [2.476, -3.914, 2.375], [1.122, -3.752, 2.567], [0.446, -2.764, 1.869], [-1.618, -2.461, 2.101], [1.069, -1.891, 0.966], [0.379, -0.977, 0.394], [2.478, -2.099, 0.729], [3.078, -1.360, -0.218], [4.365, -1.500, -0.424], [5.167, -2.394, 0.294], [4.568, -3.207, 1.222], [3.184, -3.092, 1.465], [0.587, -4.385, 3.258], [4.798, -0.886, -1.204], [6.228, -2.439, 0.104], [5.142, -3.938, 1.770], [1.790, 0.110, -2.201], [2.406, 1.322, -2.746], [1.351, 2.480, -2.682], [1.401, 3.392, -3.466], [0.509, 2.305, -1.737], [2.482, -0.522, -1.772], [1.302, -0.389, -2.945], [2.752, 1.209, -3.776], [3.230, 1.629, -2.098], [3.182, 1.942, 2.222], [2.163, 1.788, 1.603], [2.009, 1.283, 0.443], [1.185, 2.122, 2.062], [-1.498, 0.262, -1.363], [-2.046, 0.900, -0.418], [-1.285, 1.361, 0.474], [-3.501, 1.132, -0.384], [-4.367, 0.341, -1.136], [-5.723, 0.617, -1.150], [-6.220, 1.689, -0.430], [-5.351, 2.465, 0.326], [-3.994, 2.191, 0.369], [-5.873, 3.591, 1.078], [-7.067, 3.791, 1.034], [-5.081, 4.261, 1.700], [-3.955, -0.481, -1.699], [-6.392, -0.004, -1.724], [-7.270, 1.936, -0.442], [-3.328, 2.804, 0.956]],
  "forces_ev_per_a": [[0.1, 0.1, 1.1], [0.1, -0.2, 0.2], [-0.6, 0.3, 0.0], [0.7, -0.3, 0.1], [-0.5, 1.2, -0.8], [0.2, -0.2, 0.2], [1.3, -2.2, 1.3], [-1.0, 2.7, -1.8], [-0.4, -0.3, 0.4], [0.4, 0.0, -0.4], [-0.2, 0.0, 0.1], [-0.1, -0.3, 0.3], [0.2, 0.2, -0.2], [-0.1, 0.2, -0.2], [0.0, -0.1, 0.0], [0.1, 0.1, 0.0], [0.1, -0.1, 0.0], [0.0, 0.0, 0.1], [-0.1, -0.1, 0.1], [-0.4, 0.9, -0.1], [2.5, -0.6, -2.0], [-0.3, 0.0, 0.4], [-2.3, -0.8, 2.1], [-0.4, 0.1, 0.2], [0.0, 0.0, 0.2], [0.0, 0.0, 0.2], [0.0, -0.1, -0.1], [0.5, -0.3, -0.5], [-1.8, 1.3, 2.5], [0.8, -1.4, -2.9], [0.4, -0.2, -0.1], [0.4, -0.5, -1.0], [-0.2, 0.1, 0.3], [0.7, 0.4, 0.3], [-0.4, 0.1, 0.0], [0.2, 0.1, 0.1], [0.1, 0.0, 0.0], [0.0, 0.2, 0.2], [0.4, -0.9, -0.6], [-0.1, 0.1, 0.0], [-0.1, 0.3, 0.2], [-0.3, 0.0, 0.0], [0.2, 0.2, 0.2], [0.0, -0.1, -0.1], [-0.1, 0.0, -0.1], [-0.1, 0.0, 0.0], [0.0, 0.0, 0.0]],
  "total_energy_ha": -2411.9395,
  "gap_ev": [5.61, 6.33],
  "multiplicity": 2
}